# 1
# C19H33CeClIN2O2P2

A structure of composition C19H33CeClIN2O2P2 in a non-equilibrium geometry (wB97M-V/def2-TZVPD, the OMol25 dataset).

Geometry as XYZ:
```
61
Properties=species:S:1:pos:R:3:forces:R:3:lowdin_charge:R:1
C 0.2872 0.8837 -7.6560 0.076 -1.253 -0.213 0.01
C 0.3600 1.9346 -6.7049 -0.404 6.871 1.729 -0.12
H 0.2827 1.3089 -8.6878 0.053 -0.003 0.653 0.17
H -0.6367 0.2923 -7.4646 0.474 0.348 -0.133 0.13
H 1.1672 0.2267 -7.4931 -0.379 0.211 -0.228 0.14
O 0.3629 3.0034 -6.2219 0.170 -6.047 -2.189 0.32
I -0.0493 0.0800 -4.2284 -0.004 0.286 -1.690 0.75
Ce 0.2499 -0.2596 -1.5325 -0.321 -0.870 3.465 0.04
P 3.1350 0.1580 -1.7958 1.333 -0.347 -0.213 0.72
C 4.2213 1.2842 -0.8695 -0.419 0.461 0.298 -0.23
C 3.8096 -1.4661 -1.2887 -0.368 -0.225 0.094 -0.24
H 4.8847 -1.4863 -1.5221 -0.340 -0.043 0.087 0.08
H 4.8700 0.0328 -3.4724 -0.285 0.116 -0.026 0.07
H 3.2879 -2.2771 -1.8159 0.275 0.129 0.146 0.05
H 3.2540 -0.3078 -4.1843 0.248 0.106 0.146 0.03
H 3.9218 1.2908 0.1862 0.194 0.107 -0.217 0.04
H 3.6632 -1.6071 -0.2080 0.093 -0.046 -0.296 0.05
C 3.8113 0.3267 -3.4835 -0.321 0.080 -0.239 -0.26
H 5.2708 0.9689 -0.9550 -0.341 0.005 -0.058 0.08
H 3.7208 1.3741 -3.8017 0.074 -0.258 0.024 0.06
H 4.1094 2.2991 -1.2720 0.105 -0.181 0.196 0.07
P -2.7313 0.1693 -1.6057 -1.107 -0.379 -0.046 0.74
C -3.7391 1.2560 -0.5485 0.440 0.503 0.217 -0.23
C -3.5508 0.3924 -3.2337 0.444 0.102 -0.211 -0.28
H -2.7411 -2.2683 -1.5479 -0.350 0.083 0.078 0.03
H -4.3971 -1.5584 -1.4635 0.283 -0.081 0.169 0.07
H -3.3313 -1.5754 -0.0135 -0.017 0.052 -0.353 0.03
C -3.3604 -1.4750 -1.1078 0.322 -0.265 0.007 -0.23
H -3.0569 -0.2294 -3.9908 -0.274 0.099 0.187 0.00
H -4.6114 0.1164 -3.1631 0.293 0.093 0.071 0.07
H -4.8076 1.1172 -0.7690 0.350 -0.049 0.012 0.08
H -3.4576 2.2979 -0.7533 -0.228 -0.181 0.152 0.06
H -3.4655 1.4424 -3.5410 -0.064 -0.206 0.038 0.06
H -3.5460 1.0383 0.5108 -0.059 0.070 -0.253 0.04
Cl 0.2001 -2.7526 -1.7050 0.073 0.975 0.123 0.19
C 0.3402 -0.3815 5.4305 -0.318 -0.069 0.814 0.05
N 0.8781 -0.2152 4.0969 0.652 -0.184 0.174 -0.03
N 0.0945 -0.0799 3.0088 -0.680 0.178 -1.202 0.07
C 0.8677 -0.0695 1.8845 1.121 -0.013 1.822 -0.32
O 0.3839 0.1173 0.6958 -0.204 -0.306 -1.944 -0.25
C 2.2056 -0.2143 2.3432 -0.346 0.064 -1.507 0.08
C 2.1621 -0.3052 3.7125 -0.123 -0.045 0.803 -0.22
C 3.2511 -0.4713 4.7146 0.728 -0.061 0.169 0.01
C -1.3330 -0.0528 3.1308 -0.559 0.092 -0.093 -0.19
C -1.9252 0.9040 3.9536 0.338 0.104 -0.009 -0.03
C -3.2805 0.8195 4.2328 -0.628 -0.151 -0.081 -0.04
C -4.0551 -0.1981 3.6480 0.425 -0.012 -0.102 -0.03
C -3.4571 -1.1133 2.7611 -0.355 0.446 0.203 -0.07
C -2.0971 -1.0273 2.4856 0.367 -0.039 0.158 -0.02
H -0.1641 0.5248 5.7765 0.180 -0.217 -0.093 0.10
H 1.1679 -0.5843 6.1111 -0.083 0.018 -0.232 0.10
H -0.3616 -1.2226 5.4834 0.174 0.183 -0.169 0.13
H 3.0894 -0.2569 1.7054 -0.379 0.053 0.417 0.11
H 3.3058 0.3727 5.4230 -0.138 -0.252 -0.339 0.11
H 3.1493 -1.3937 5.3114 -0.086 0.308 -0.328 0.11
H 4.2218 -0.5259 4.2005 -0.370 0.025 0.163 0.10
H -1.3099 1.6994 4.3874 -0.315 -0.296 -0.151 0.13
H -3.7423 1.5444 4.9163 0.210 -0.370 -0.398 0.13
H -5.1197 -0.2798 3.8792 0.390 0.029 -0.061 0.12
H -4.0620 -1.8987 2.3042 0.184 0.230 0.147 0.12
H -1.5975 -1.7228 1.8068 -0.203 0.020 0.312 0.12
```
Positions in Å, forces in eV/Å.

Properties
* F_max: 7.1 eV Å⁻¹
* frontier orbital gap: 5.7 eV
* M: 685.9 g/mol
* ΔE to the lowest compared entry with this formula, charge and spin: 0.00 kJ/mol
* net charge: +3



# 2
# C19H33Cl2N2O4SYb

A structure of composition C19H33Cl2N2O4SYb in a non-equilibrium geometry (wB97M-V/def2-TZVPD, the OMol25 dataset).

Geometry as XYZ:
```
62
Properties=species:S:1:pos:R:3:forces:R:3:lowdin_charge:R:1
O 1.1747 -1.2407 0.5684 -2.963 2.491 -0.293 -0.39
C 2.2384 -1.2713 -0.3361 0.079 -1.491 0.495 -0.43
C 3.4903 -1.1062 0.5075 0.071 0.025 -0.237 -0.19
C 3.4782 -0.3867 1.7280 0.139 -0.397 -0.906 -0.05
H 2.5430 0.0683 2.0847 0.685 -0.338 -0.192 0.03
C 4.6807 -0.2302 2.4121 0.081 -0.265 -0.235 -0.09
H 4.6727 0.3436 3.3403 0.208 -0.167 -0.225 0.10
C 5.8597 -0.8104 1.9101 -0.084 0.087 0.108 -0.11
H 6.7978 -0.6916 2.4622 -0.331 -0.045 -0.223 0.09
C 5.8415 -1.5420 0.7167 -0.013 0.001 0.151 -0.10
H 6.7432 -2.0044 0.3230 0.006 0.127 0.198 0.09
C 4.6510 -1.6957 0.0141 -0.059 0.349 0.325 -0.05
H 4.5781 -2.2446 -0.9362 0.249 0.237 0.478 0.12
H 2.1222 -2.3259 -0.6865 1.105 0.227 -0.275 0.13
C 1.0866 -0.8334 -2.5591 0.328 -0.475 -0.185 -0.11
C 2.1883 -0.4123 -1.6121 0.417 0.434 1.229 -0.33
H 1.3062 -0.4868 -3.5780 -0.177 -0.341 0.170 0.08
H 0.1020 -0.4334 -2.2853 0.605 -0.015 -0.223 0.00
H 0.9851 -1.9466 -2.5107 0.221 0.645 -0.344 0.09
C 2.9540 0.6954 -1.6899 -0.018 -0.428 -0.857 -0.19
C 2.9375 1.7061 -2.8281 0.648 -0.333 -0.481 -0.21
H 3.6520 0.9472 -0.8831 -0.277 -0.333 -0.199 0.12
H 3.9263 1.7327 -3.3218 -0.197 -0.119 0.143 0.07
H 2.7484 2.7313 -2.4592 0.131 -0.639 -0.180 0.04
H 2.1759 1.4521 -3.5951 0.562 0.294 0.500 0.04
Yb -0.2395 0.5517 0.4743 3.272 0.238 -0.317 1.25
Cl 1.0764 2.1635 1.9953 0.018 0.201 -0.574 -0.11
Cl 0.5788 1.9589 -1.5978 -2.331 0.731 0.909 0.23
C -1.6739 3.0547 0.0097 -0.291 1.627 0.254 -0.38
O -2.0183 1.8930 0.2808 0.568 -1.150 -0.147 -0.20
N -2.6109 3.9978 0.0154 -0.216 -1.064 -0.104 -0.17
C -4.0095 3.5570 -0.0049 0.169 0.463 0.208 -0.01
C -2.2899 5.3984 0.0963 0.088 -0.115 -0.520 -0.03
H -0.6346 3.3607 -0.2807 -0.817 -0.294 0.659 0.03
H -4.0570 2.4610 0.0345 0.015 0.607 0.012 0.09
H -4.4695 3.9232 -0.9240 -0.093 -0.012 0.010 0.09
H -4.5258 3.9996 0.8490 -0.132 -0.151 -0.015 0.09
H -1.2128 5.4769 0.2797 -0.302 0.238 -0.021 0.10
H -2.8630 5.8345 0.9166 0.192 0.140 -0.042 0.09
H -2.5571 5.8724 -0.8512 0.073 0.318 0.159 0.09
H -4.0848 -2.0179 -2.4468 0.204 0.030 -0.090 0.10
H -3.6506 -4.2767 -0.9476 0.145 -0.117 0.034 0.10
C -3.0113 -2.1459 -2.6385 -0.059 -0.249 0.236 0.00
C -2.5822 -4.1082 -1.1121 0.207 0.124 -0.261 -0.04
N -2.3595 -2.7231 -1.4561 0.622 0.883 0.306 -0.17
H -2.5537 -1.1746 -2.8771 -0.202 -0.525 0.103 0.10
C -1.5456 -1.9431 -0.7287 -0.827 -0.687 -0.480 -0.31
O -1.5050 -0.7238 -0.9663 0.247 -0.165 0.990 -0.18
H -2.0133 -4.3210 -0.2014 -0.177 -0.185 -0.213 0.10
H -0.9524 -2.4493 0.0787 -0.272 0.502 -0.597 0.15
H -2.8789 -2.8583 -3.4563 -0.055 0.182 -0.050 0.10
H -2.2274 -4.7255 -1.9418 -0.109 -0.228 0.232 0.10
C -1.7229 -1.5351 4.2106 -0.027 -0.594 0.309 -0.24
S -1.3217 -0.6817 2.7514 0.774 0.254 -0.866 0.74
C -2.9190 -0.8647 1.8774 -0.726 0.389 0.765 -0.24
O -1.0212 0.7258 3.1818 -1.298 -0.862 -0.708 -0.59
H -2.0164 -2.5727 3.9498 0.179 0.582 0.510 0.08
H -2.5292 -0.9195 4.6134 -0.053 -0.381 0.423 0.07
H -0.8074 -1.4557 4.8257 -0.606 -0.304 -0.181 0.08
H -3.6734 -0.5491 2.6261 0.052 -0.083 -0.679 0.07
H -2.9937 -0.2637 0.9426 0.197 -0.285 0.846 0.04
H -3.0574 -1.9340 1.6367 0.158 0.415 0.157 0.06
```
Positions in Å, forces in eV/Å.

Properties
* F_max: 3.9 eV Å⁻¹
* frontier orbital gap: 6.9 eV
* spin multiplicity: 2
* expectation value of S²: 0.751
* M: 629.5 g/mol
* ΔE to the lowest compared entry with this formula, charge and spin: 87.31 kJ/mol



# 3
# C19H33IN4O12P2Sn

A structure of composition C19H33IN4O12P2Sn in a non-equilibrium geometry (wB97M-V/def2-TZVPD, the OMol25 dataset).

Geometry as XYZ:
```
72
Properties=species:S:1:pos:R:3:forces:R:3:lowdin_charge:R:1
Sn -0.7882 -1.1949 -1.2260 1.383 1.566 2.587 1.15
O 0.3046 -5.7513 1.6001 -0.457 -0.656 -0.159 -0.10
C 1.0800 -4.5656 1.7199 -0.095 0.648 -0.418 -0.24
C 2.4852 -4.6417 1.0571 -0.030 0.831 -0.552 -0.17
N 2.8998 -3.3706 0.4650 0.611 0.429 0.273 -0.18
C 3.0379 -3.1664 -0.9632 0.224 -0.442 -0.505 -0.12
C 1.7027 -3.1572 -1.7573 -1.045 -0.478 2.021 -0.52
O 1.6480 -3.6135 -2.9433 -0.594 0.420 1.145 -0.07
O 0.6837 -2.7661 -1.0191 2.639 -2.785 -2.314 -0.29
C 3.4847 -2.3599 1.3624 -0.503 -0.649 0.277 -0.10
C 3.1931 -0.8865 0.9776 -1.538 1.112 -0.772 -0.64
O 3.1340 -0.0573 1.9241 0.840 -0.985 0.108 -0.09
O 2.9215 -0.5964 -0.2195 0.781 -0.205 0.806 -0.07
H -0.4665 -5.6315 1.0099 0.810 0.312 0.363 0.08
H 1.2759 -4.3702 2.7778 -0.390 -0.115 0.148 0.10
H 0.5084 -3.7164 1.3164 0.475 -0.157 -0.012 0.11
H 2.5208 -5.3781 0.2592 -0.345 -0.291 -0.139 0.11
H 3.1832 -5.0052 1.8385 0.092 0.264 -0.327 0.10
H 3.7292 -3.8888 -1.4668 -0.380 0.143 0.288 0.11
H 3.4424 -2.1401 -1.0756 -0.209 -0.530 -0.082 0.10
H 4.6077 -2.4384 1.4785 -0.734 -0.182 0.054 0.11
H 2.9754 -2.5404 2.3470 0.848 0.400 -0.650 0.12
N -0.8511 -4.6174 -3.3219 0.875 -0.703 0.287 0.14
C -2.1330 -3.8181 -3.4452 -0.465 0.124 1.076 -0.47
C -3.0851 -4.4918 -4.3744 -1.424 -0.723 -1.033 -0.15
P -1.8786 -2.0290 -4.0606 3.693 1.389 1.193 0.42
O -3.0332 -1.1357 -3.3788 -0.964 -0.412 0.162 -0.18
O -1.8632 -1.9114 -5.5375 -0.376 -0.511 0.369 -0.31
O -0.5685 -1.5455 -3.2506 -3.167 -1.415 -2.857 -0.46
P -2.8697 -3.9254 -1.6220 4.247 2.749 1.252 0.42
O -4.4254 -3.8330 -1.7562 -1.098 -0.590 -0.307 -0.11
O -2.3652 -5.2186 -1.0681 -0.679 0.292 -0.657 -0.31
O -2.3663 -2.5888 -0.9100 -2.011 -3.066 -1.584 -0.48
H -0.5740 -5.2526 -4.1104 -0.698 1.181 0.454 0.17
H -0.9584 -5.2644 -2.5009 -0.276 0.610 -0.326 0.13
H 0.0568 -4.0554 -3.0856 0.201 0.322 -0.316 0.10
H -2.7762 -4.4418 -5.4380 0.084 -0.115 0.563 0.08
H -4.0399 -3.9503 -4.3283 0.203 0.027 -0.099 0.08
H -3.3872 -5.5319 -4.1041 0.621 0.539 -0.024 0.09
H -3.5801 -0.5239 -3.9011 0.622 -0.576 -0.077 0.10
H -4.6946 -2.9149 -1.7325 -0.127 0.587 0.113 0.08
I -3.5338 0.9805 0.3656 0.209 0.247 0.009 0.34
C -1.7943 0.8628 -0.9922 -1.390 0.698 -0.887 -0.85
H -1.0272 1.6041 -0.7485 -0.106 0.006 0.600 -0.07
H -2.2322 1.2027 -1.9354 -0.150 0.250 -0.293 -0.11
C -0.9839 5.8774 3.7200 -0.705 0.118 0.401 -0.09
C -1.5934 5.4666 2.3995 0.397 -1.337 -0.767 -0.22
N -0.6456 5.3849 1.2659 1.030 0.518 -0.944 -0.05
C -0.9006 6.3458 0.1533 -0.264 -0.995 0.488 -0.22
C -0.4077 7.7542 0.4280 0.586 0.274 0.754 -0.09
C 0.6880 4.9719 1.2917 0.725 1.637 0.086 -0.37
O 1.5456 5.5766 0.5946 -1.833 -1.187 0.667 -0.01
C 1.1513 3.8938 2.1967 0.448 -0.786 -0.147 -0.12
C 2.5365 3.6118 2.1331 0.168 -0.092 -0.157 -0.01
C 3.0587 2.4821 2.7369 -0.928 -0.254 -0.226 -0.04
C 2.1353 1.6579 3.4255 0.641 1.482 0.858 -0.14
N 0.8955 2.0491 3.6828 -0.289 -1.300 -0.216 0.07
C 0.3832 3.0307 2.9815 -0.407 1.591 -0.228 -0.12
H -0.8921 4.9619 4.3383 0.557 0.938 -0.086 0.07
H -1.6961 6.5645 4.2022 0.256 -0.213 0.166 0.07
H -0.0664 6.4352 3.5334 0.200 -0.308 0.405 0.08
H -2.3588 6.1597 2.0721 -0.126 0.088 0.015 0.10
H -2.0676 4.4797 2.5480 -0.111 0.447 -0.328 0.11
H -1.9934 6.3261 0.0687 0.155 0.180 -0.335 0.11
H -0.4619 5.9090 -0.7604 -0.212 0.351 0.400 0.12
H -0.6238 8.0250 1.4796 -0.181 -0.046 -0.389 0.07
H -0.9216 8.4727 -0.2123 0.176 0.073 -0.078 0.06
H 0.6960 7.8376 0.3545 -0.741 -0.116 -0.303 0.07
H 3.1498 4.2591 1.4964 -0.232 -0.288 0.383 0.11
H 4.0817 2.1566 2.5641 -0.325 0.068 0.151 0.10
H 2.3940 0.7614 3.9441 0.577 -0.376 -0.101 0.09
H -0.6860 3.1850 3.1363 0.227 -0.032 -0.227 0.09
```
Positions in Å, forces in eV/Å.

Properties
* F_max: 5.2 eV Å⁻¹
* frontier orbital gap: 3.9 eV
* M: 817.1 g/mol
* net charge: -2



# 4
# C19H33N3NiOSi2

A structure of composition C19H33N3NiOSi2 (wB97M-V/def2-TZVPD, the OMol25 dataset).

Geometry as XYZ:
```
59
Properties=species:S:1:pos:R:3:forces:R:3:lowdin_charge:R:1
Ni -0.5118 0.5857 -0.3906 0.384 -0.054 0.264 0.65
C -1.1868 0.3361 4.5336 0.240 0.027 -0.192 -0.21
Si -1.4134 0.3426 2.6253 -0.486 -0.028 0.285 0.38
C -2.4780 -1.2023 2.3119 0.133 0.200 -0.125 -0.18
C -2.5406 1.8408 2.3032 0.093 -0.188 -0.121 -0.19
N -0.0622 0.4149 1.6188 -0.161 0.021 -0.176 -0.12
C 1.2923 0.3408 1.8152 -0.008 -0.050 0.102 -0.32
C 1.9167 0.2696 3.0675 -0.075 0.008 -0.054 -0.08
C 3.3033 0.2106 3.2154 0.116 -0.006 -0.023 -0.18
C 4.1111 0.2135 2.0931 0.062 -0.011 0.124 -0.18
C 3.5221 0.2739 0.8299 -0.146 0.023 -0.085 -0.09
C 2.1354 0.3412 0.6449 0.179 -0.009 -0.001 -0.33
N 1.5228 0.4122 -0.5811 -0.387 -0.061 -0.115 -0.12
Si 2.2112 0.3638 -2.1196 0.169 0.043 -0.448 0.37
C 3.2865 -1.1669 -2.5371 -0.119 0.078 0.219 -0.19
C 0.8239 0.3740 -3.4022 0.008 0.038 0.206 -0.18
C 3.3435 1.8554 -2.5272 -0.108 -0.096 0.125 -0.19
H -2.1649 0.3248 5.0244 -0.054 -0.001 -0.085 0.01
H -0.6466 1.2210 4.8836 0.002 -0.012 -0.004 0.01
H -0.6351 -0.5471 4.8694 -0.011 0.014 -0.001 0.01
H -3.4213 -1.1690 2.8675 0.013 0.053 0.042 0.01
H -1.9488 -2.1160 2.5974 0.040 0.015 -0.005 0.02
H -2.7054 -1.2846 1.2448 -0.001 -0.043 0.029 0.01
H -3.5017 1.7641 2.8226 0.014 -0.061 0.027 0.01
H -2.7282 1.9158 1.2273 0.004 0.048 0.020 0.00
H -2.0573 2.7720 2.6116 0.052 -0.019 -0.003 0.02
H 1.2944 0.2683 3.9539 0.003 0.003 -0.007 0.06
H 3.7400 0.1634 4.2087 -0.016 -0.004 0.001 0.07
H 5.1922 0.1702 2.1884 -0.008 -0.007 -0.012 0.07
H 4.1564 0.2777 -0.0517 0.012 -0.001 0.014 0.07
H 2.6905 -2.0802 -2.4520 -0.014 0.021 0.005 0.01
H 4.1356 -1.2658 -1.8550 -0.011 0.004 -0.004 0.00
H 3.6784 -1.1159 -3.5580 -0.032 0.072 -0.018 0.01
H 0.1900 -0.5089 -3.2762 0.006 0.007 0.008 0.02
H 1.2019 0.3884 -4.4289 0.075 -0.001 0.010 0.01
H 0.1858 1.2509 -3.2528 -0.004 -0.013 0.006 0.01
H 4.2163 1.8854 -1.8689 -0.010 -0.009 0.003 0.00
H 2.7914 2.7880 -2.3802 -0.016 -0.021 0.002 0.02
H 3.7014 1.8305 -3.5618 -0.025 -0.053 -0.011 0.01
C 0.3449 -2.7089 0.0648 -0.123 0.149 -0.078 -0.05
C -0.9004 -2.4440 -0.7266 0.090 -0.187 0.055 -0.40
C -1.7578 -3.3738 -1.2879 -0.023 -0.028 -0.014 -0.12
C -2.8069 -2.6351 -1.8965 -0.025 -0.027 -0.016 -0.13
C -2.5230 -1.3004 -1.6699 -0.153 -0.097 -0.089 -0.41
C -3.3319 -0.1112 -2.0954 0.186 -0.051 0.091 -0.07
N -1.3621 -1.1831 -0.9596 0.022 0.475 -0.020 0.00
H 0.5055 -3.7867 0.1410 0.026 -0.013 0.021 0.06
H 0.2658 -2.2861 1.0705 0.056 -0.014 -0.014 0.06
H 1.2190 -2.2474 -0.4002 0.021 -0.015 0.061 0.05
H -1.6483 -4.4503 -1.2578 0.046 0.014 0.034 0.06
H -3.6627 -3.0292 -2.4301 -0.010 0.047 -0.004 0.06
H -4.2139 -0.4484 -2.6447 -0.024 0.004 -0.007 0.06
H -2.7496 0.5622 -2.7296 -0.050 0.037 0.018 0.06
H -3.6567 0.4773 -1.2318 -0.013 0.045 -0.053 0.06
C -2.0757 3.2479 -1.4537 -0.244 0.215 -0.094 -0.36
O -1.3750 2.1673 -1.0456 0.234 -0.310 0.064 -0.39
H -3.1759 3.0777 -1.5040 0.060 -0.033 0.002 0.05
H -1.7900 3.6030 -2.4698 0.010 -0.058 0.056 0.05
H -1.9463 4.1303 -0.7885 -0.001 -0.076 -0.015 0.05
```
Positions in Å, forces in eV/Å.

Properties
* F_max: 0.6 eV Å⁻¹
* frontier orbital gap (alpha / beta): 5.6 / 5.6 eV
* spin multiplicity: 3
* expectation value of S²: 2.005
* M: 434.4 g/mol
* ΔE to the lowest compared entry with this formula, charge and spin: 8.90 kJ/mol
* net charge: -2